Entry 1:
The following is a DFT calculation (ωB97M-V with the def2-TZVPD basis set) of one molecule with the formula C17H19N5O3.

As for the total energy: -31529.17206 eV. As for the HOMO energy: -8.1 eV. As for the net charge: 0. The structure (SMILES) is N[C@@H](Cc1c[nH]cn1)C(=O)N[C@@H](Cc1c[nH]c2ccccc12)C(=O)O. Its LUMO energy is 0.5 eV. The energy above the lowest of the compared OMol25 structures with the same formula, charge and spin comes out at 302.5 kJ/mol.

Positions of all 44 atoms, in Å:
1 N -1.196 2.195 -3.712
2 C -0.490 0.855 -3.306
3 C 0.939 1.232 -2.782
4 C 1.286 1.690 -1.444
5 C 2.294 1.432 -0.652
6 N 2.067 2.157 0.547
7 C 0.911 2.792 0.441
8 N 0.432 2.630 -0.813
9 C -1.276 -0.063 -2.423
10 O -2.073 -0.843 -2.955
11 N -1.216 0.185 -1.055
12 C -2.138 -0.442 -0.168
13 C -1.822 -2.010 0.157
14 C -0.346 -2.012 0.395
15 C 0.535 -2.101 -0.608
16 N 1.818 -2.027 -0.079
17 C 1.739 -1.635 1.228
18 C 2.813 -1.460 2.136
19 C 2.501 -1.099 3.466
20 C 1.176 -0.976 3.878
21 C 0.129 -1.246 3.000
22 C 0.428 -1.543 1.627
23 C -2.198 0.305 1.192
24 O -1.508 1.239 1.422
25 O -3.361 -0.025 1.843
26 H -2.157 1.813 -3.899
27 H -1.246 2.872 -2.917
28 H -0.373 0.420 -4.266
29 H 1.577 0.341 -2.895
30 H 1.195 2.129 -3.442
31 H 3.167 0.837 -0.897
32 H 2.750 2.147 1.369
33 H 0.313 3.213 1.207
34 H -0.779 1.105 -0.744
35 H -3.121 -0.616 -0.577
36 H -1.869 -2.619 -0.812
37 H -2.343 -2.349 1.011
38 H 0.295 -2.288 -1.635
39 H 2.625 -2.555 -0.402
40 H 3.752 -1.621 1.670
41 H 3.378 -0.992 4.110
42 H 0.871 -0.932 4.900
43 H -0.977 -1.294 3.341
44 H -3.741 -0.867 1.360



Entry 2:
The following is a DFT calculation (ωB97M-V with the def2-TZVPD basis set) of one molecule with the formula C17H19N5O3.

As for the total energy: -31529.19399 eV. As for the HOMO energy: -7.7 eV. As for the net charge: 0. The structure (SMILES) is N[C@@H](Cc1c[nH]c2ccccc12)C(=O)N[C@@H](Cc1c[nH]cn1)C(=O)O. Its LUMO energy is 0.4 eV. The energy above the lowest of the compared OMol25 structures with the same formula, charge and spin comes out at 300.3 kJ/mol.

Positions of all 44 atoms, in Å:
1 N 3.137 1.030 0.147
2 C 1.908 0.285 -0.162
3 C 2.382 -1.164 -0.486
4 C 1.395 -2.188 -1.158
5 C 1.238 -2.330 -2.486
6 N 0.169 -3.113 -2.803
7 C -0.389 -3.606 -1.612
8 C -1.492 -4.456 -1.213
9 C -1.701 -4.742 0.176
10 C -0.951 -4.171 1.225
11 C 0.077 -3.290 0.756
12 C 0.409 -3.060 -0.597
13 C 1.034 0.275 1.047
14 O 1.390 -0.178 2.134
15 N -0.183 0.825 0.858
16 C -0.676 1.655 -0.230
17 C -0.288 3.207 -0.176
18 C -0.805 3.746 1.162
19 C -0.460 4.967 1.792
20 N -1.212 4.943 2.917
21 C -1.940 3.895 2.876
22 N -1.760 3.039 1.901
23 C -0.584 1.040 -1.749
24 O -0.488 1.687 -2.734
25 O -0.705 -0.304 -1.803
26 H 2.812 2.030 0.243
27 H 3.433 0.730 1.053
28 H 1.599 0.713 -1.081
29 H 2.496 -1.737 0.432
30 H 3.325 -1.138 -1.123
31 H 1.399 -1.628 -3.262
32 H -0.307 -3.003 -3.701
33 H -2.229 -4.839 -1.940
34 H -2.418 -5.466 0.490
35 H -1.121 -4.330 2.224
36 H 0.489 -2.710 1.572
37 H -0.717 0.983 1.766
38 H -1.742 1.529 -0.173
39 H 0.790 3.378 -0.093
40 H -0.746 3.726 -0.999
41 H 0.138 5.782 1.453
42 H -1.398 5.708 3.613
43 H -2.771 3.907 3.581
44 H -0.614 -0.715 -0.960



Entry 3:
The following is a DFT calculation (ωB97M-V with the def2-TZVPD basis set) of one molecule with the formula C17H19NO6S.

As for the total energy: -42546.24493 eV. As for the HOMO energy: -8.7 eV. As for the net charge: 0. The structure (SMILES) is COc1ccc(S(=O)(=O)Cc2ccc(C(=O)N3CCOCC3)o2)cc1. Its LUMO energy is 0.5 eV. The energy above the lowest of the compared OMol25 structures with the same formula, charge and spin comes out at 146.4 kJ/mol.

Positions of all 44 atoms, in Å:
1 C -0.763 -3.710 0.320
2 O -0.194 -3.005 -0.764
3 C 0.927 -2.286 -0.545
4 C 1.657 -2.293 0.644
5 C 2.765 -1.477 0.773
6 C 3.155 -0.675 -0.280
7 S 4.441 0.534 -0.024
8 O 4.824 1.104 -1.287
9 O 5.479 0.011 0.823
10 C 3.554 1.870 0.934
11 C 2.168 1.886 0.456
12 C 1.615 2.389 -0.691
13 C 0.273 1.956 -0.704
14 C 0.090 1.219 0.441
15 C -1.008 0.361 0.942
16 O -0.761 -0.710 1.476
17 N -2.280 0.791 0.777
18 C -2.737 2.054 0.247
19 C -3.495 1.793 -1.062
20 O -4.569 0.909 -0.845
21 C -4.128 -0.322 -0.315
22 C -3.383 -0.121 1.009
23 O 1.251 1.172 1.133
24 C 2.464 -0.682 -1.479
25 C 1.357 -1.490 -1.614
26 H -0.118 -4.533 0.642
27 H -0.953 -3.035 1.158
28 H -1.702 -4.115 -0.053
29 H 1.351 -2.901 1.478
30 H 3.334 -1.454 1.689
31 H 4.091 2.789 0.720
32 H 3.625 1.597 1.982
33 H 2.112 2.982 -1.430
34 H -0.438 2.141 -1.483
35 H -1.904 2.737 0.098
36 H -3.435 2.493 0.971
37 H -3.932 2.714 -1.450
38 H -2.805 1.369 -1.808
39 H -5.024 -0.927 -0.168
40 H -3.461 -0.823 -1.032
41 H -2.980 -1.064 1.378
42 H -4.059 0.310 1.755
43 H 2.807 -0.048 -2.281
44 H 0.790 -1.514 -2.531



Entry 4:
The following is a DFT calculation (ωB97M-V with the def2-TZVPD basis set) of one molecule with the formula C17H19NO7.

As for the total energy: -33760.19136 eV. As for the HOMO energy: -8.2 eV. As for the net charge: 0. The structure (SMILES) is COc1ccc(OC)c([C@@H]2C(C(C)=O)=C(O)C(=O)N2CCC(=O)O)c1. Its LUMO energy is 0.5 eV. The energy above the lowest of the compared OMol25 structures with the same formula, charge and spin comes out at 0.0 kJ/mol.

Positions of all 44 atoms, in Å:
1 C 5.000 1.902 0.399
2 O 3.647 1.832 0.778
3 C 2.856 0.895 0.184
4 C 3.266 -0.005 -0.787
5 C 2.364 -0.910 -1.326
6 C 1.042 -0.944 -0.908
7 O 0.093 -1.785 -1.403
8 C 0.473 -2.763 -2.339
9 C 0.626 -0.048 0.092
10 C -0.802 -0.066 0.586
11 C -1.265 -1.421 1.074
12 C -0.671 -2.166 2.185
13 C 0.361 -1.419 2.997
14 O -0.993 -3.304 2.447
15 C -2.312 -1.814 0.310
16 O -3.066 -2.902 0.343
17 C -2.618 -0.758 -0.691
18 O -3.531 -0.808 -1.500
19 N -1.727 0.226 -0.492
20 C -1.690 1.450 -1.251
21 C -2.939 2.298 -0.995
22 C -3.015 2.801 0.424
23 O -2.185 2.639 1.278
24 O -4.144 3.481 0.640
25 C 1.527 0.861 0.611
26 H 5.432 2.703 0.997
27 H 5.109 2.144 -0.663
28 H 5.527 0.966 0.615
29 H 4.284 -0.020 -1.143
30 H 2.715 -1.592 -2.084
31 H -0.431 -3.331 -2.549
32 H 0.839 -2.311 -3.268
33 H 1.235 -3.434 -1.932
34 H -0.916 0.699 1.365
35 H 1.221 -1.183 2.375
36 H -0.056 -0.487 3.369
37 H 0.676 -2.037 3.834
38 H -3.736 -2.809 -0.359
39 H -1.645 1.207 -2.317
40 H -0.789 1.996 -0.965
41 H -2.962 3.160 -1.664
42 H -3.831 1.701 -1.197
43 H -4.186 3.798 1.556
44 H 1.217 1.563 1.369



Entry 5:
The following is a DFT calculation (ωB97M-V with the def2-TZVPD basis set) of C17H19NPSZn as an isolated structure.

As for the total energy: -87962.79885 eV. As for the HOMO energy (spin up / spin down): -1.4 / -2.1 eV. As for the net charge: -1. Its LUMO energy (spin up / spin down) is 2.0 / 2.2 eV. The energy above the lowest of the compared OMol25 structures with the same formula, charge and spin comes out at 89.5 kJ/mol.

Positions of all 40 atoms, in Å:
1 C -1.022 -3.452 -2.643
2 C -1.418 -3.097 -3.978
3 C -2.624 -2.355 -3.871
4 C -3.036 -2.296 -2.514
5 C -2.009 -2.925 -1.736
6 Zn 0.993 -2.312 -0.347
7 P 3.054 -3.135 -0.343
8 H -0.133 -4.030 -2.359
9 H -0.852 -3.312 -4.887
10 H -3.181 -1.972 -4.713
11 H -1.988 -3.023 -0.650
12 H -3.921 -1.806 -2.124
13 H 3.881 -2.086 -0.897
14 H 3.154 -4.258 -1.241
15 H 3.831 -3.569 0.767
16 N -0.136 -0.814 -0.101
17 S -0.441 0.036 1.259
18 C 1.183 0.647 1.780
19 C 1.855 1.655 1.093
20 C 3.148 2.029 1.494
21 C 3.756 1.399 2.584
22 C 3.089 0.366 3.254
23 C 1.804 -0.003 2.862
24 C -1.312 1.583 0.847
25 C -2.079 2.157 1.880
26 C -2.754 3.363 1.677
27 C -2.674 4.019 0.446
28 C -1.933 3.442 -0.585
29 C -1.260 2.217 -0.398
30 H -0.421 -0.269 -0.915
31 H 1.379 2.119 0.230
32 H 3.677 2.809 0.944
33 H 4.747 1.710 2.908
34 H 3.576 -0.154 4.076
35 H 1.271 -0.823 3.351
36 H -2.140 1.650 2.841
37 H -3.339 3.801 2.484
38 H -3.173 4.973 0.288
39 H -1.858 3.939 -1.552
40 H -0.695 1.775 -1.213